[1]
{"formula": "C33H21AsN3O5PtS2", "method": "ωB97M-V/def2-TZVPD", "species": ["Pt", "O", "C", "C", "C", "C", "C", "C", "C", "O", "N", "O", "O", "H", "H", "H", "H", "S", "C", "C", "C", "C", "N", "C", "C", "C", "S", "C", "N", "H", "H", "O", "As", "C", "C", "C", "C", "C", "C", "C", "C", "C", "C", "C", "C", "C", "C", "C", "C", "C", "C", "H", "H", "H", "H", "H", "H", "H", "H", "H", "H", "H", "H", "H", "H", "H"], "coordinates": [[-0.7704, 0.1183, 0.2447], [-0.4382, -0.2809, 2.3296], [-1.1342, -1.0585, 2.9789], [-1.7410, -2.2660, 2.4921], [-2.3998, -3.0648, 3.4315], [-3.0433, -4.2059, 3.0483], [-3.0696, -4.5919, 1.6882], [-2.4352, -3.8408, 0.7534], [-1.7146, -2.6381, 1.0955], [-1.1161, -2.0051, 0.1867], [-3.7181, -5.0241, 4.0440], [-3.6084, -4.7200, 5.2200], [-4.3627, -5.9829, 3.6505], [-1.2830, -0.8438, 4.0506], [-2.3923, -2.7850, 4.4784], [-3.5976, -5.4948, 1.4158], [-2.4417, -4.1232, -0.2908], [-0.5272, 0.5165, -1.9814], [0.3988, 2.0044, -1.8652], [1.3208, 2.3511, -2.8422], [2.0626, 3.5245, -2.7477], [3.0654, 3.8150, -3.7457], [3.8634, 4.0291, -4.5464], [1.8445, 4.3910, -1.6708], [0.8985, 4.0570, -0.7039], [0.2013, 2.8578, -0.7703], [-0.9499, 2.3612, 0.4575], [2.6403, 5.5838, -1.5086], [3.2874, 6.5226, -1.3517], [1.4939, 1.6827, -3.6768], [0.7228, 4.7284, 0.1274], [2.0341, 0.2426, 0.2624], [3.6692, 0.0856, 0.2086], [4.2925, -0.0075, -1.5971], [3.3582, -0.3807, -2.5567], [3.7428, -0.4405, -3.8899], [5.0475, -0.1307, -4.2539], [5.9771, 0.2430, -3.2900], [5.5992, 0.3084, -1.9559], [4.2321, -1.5023, 1.1285], [3.2188, -2.2906, 1.6606], [3.5474, -3.4488, 2.3552], [4.8792, -3.8072, 2.5159], [5.8905, -3.0152, 1.9815], [5.5677, -1.8594, 1.2845], [4.6031, 1.5696, 0.9952], [4.5175, 2.7915, 0.3292], [5.0429, 3.9364, 0.9092], [5.6541, 3.8570, 2.1554], [5.7299, 2.6433, 2.8249], [5.1959, 1.4953, 2.2502], [2.3348, -0.5911, -2.2574], [3.0167, -0.7146, -4.6460], [5.3401, -0.1665, -5.2960], [6.9891, 0.4980, -3.5798], [6.3143, 0.6228, -1.2037], [2.1870, -1.9829, 1.5243], [2.7631, -4.0689, 2.7717], [5.1337, -4.7087, 3.0599], [6.9279, -3.2986, 2.1104], [6.3539, -1.2404, 0.8666], [4.0244, 2.8482, -0.6350], [4.9671, 4.8864, 0.3944], [6.0558, 4.7523, 2.6150], [6.1982, 2.5893, 3.8000], [5.2285, 0.5542, 2.7851]], "nbo_charge": [0.642, -0.585, 0.449, -0.342, -0.104, -0.031, -0.160, -0.298, 0.476, -0.676, 0.526, -0.414, -0.413, 0.130, 0.236, 0.237, 0.225, -0.109, -0.153, -0.206, -0.125, 0.296, -0.346, -0.197, -0.180, -0.155, -0.105, 0.301, -0.352, 0.226, 0.227, -1.134, 1.983, -0.427, -0.197, -0.202, -0.195, -0.232, -0.149, -0.418, -0.194, -0.198, -0.207, -0.241, -0.142, -0.318, -0.209, -0.213, -0.188, -0.221, -0.230, 0.262, 0.216, 0.212, 0.212, 0.207, 0.259, 0.216, 0.210, 0.210, 0.206, 0.229, 0.235, 0.210, 0.210, 0.221], "gap_ev": 6.44, "mol_weight_g_mol": 873.68, "total_charge": -1, "de_lowest_kj_mol": 30.0, "lumo_energy_ev": 1.9}



[2]
{"formula": "C33H21Cl5IN2PRh", "method": "ωB97M-V/def2-TZVPD", "species": ["Rh", "I", "C", "C", "C", "C", "C", "C", "C", "C", "C", "C", "H", "H", "H", "H", "H", "H", "N", "P", "C", "C", "C", "C", "C", "C", "C", "C", "C", "C", "C", "C", "C", "C", "C", "C", "C", "N", "H", "H", "H", "H", "H", "H", "H", "H", "H", "H", "H", "H", "H", "H", "H", "Cl", "C", "C", "C", "Cl", "C", "Cl", "C", "Cl", "C", "Cl"], "coordinates": [[-0.0687, 0.5523, 0.2181], [2.3043, -0.4674, -0.3950], [3.2074, 1.3904, -0.3084], [4.5497, 1.4842, -0.5045], [5.1383, 2.7663, -0.5161], [4.3483, 3.8665, -0.3800], [2.9464, 3.7567, -0.1944], [2.1432, 4.9165, -0.1388], [0.7969, 4.7979, -0.0097], [0.2064, 3.5251, 0.1491], [0.9208, 2.3461, 0.1450], [2.3327, 2.4750, -0.1022], [5.1564, 0.6024, -0.6592], [6.2059, 2.8631, -0.6571], [4.7825, 4.8576, -0.4229], [2.6171, 5.8875, -0.2128], [0.1659, 5.6776, 0.0148], [-0.8531, 3.5228, 0.3447], [-3.0991, -0.0097, 0.6169], [-2.2167, 1.3616, 0.1320], [-2.4622, 1.5253, -1.6510], [-1.3731, 1.7940, -2.4774], [-1.5461, 1.8742, -3.8540], [-2.8054, 1.6868, -4.4013], [-3.8964, 1.4214, -3.5799], [-3.7277, 1.3411, -2.2087], [-3.2132, 2.6679, 0.8641], [-3.4545, 3.8338, 0.1392], [-4.2331, 4.8407, 0.6902], [-4.7780, 4.6837, 1.9565], [-4.5416, 3.5222, 2.6805], [-3.7545, 2.5180, 2.1421], [-2.6529, -1.2260, 0.1311], [-3.4863, -2.3421, 0.0466], [-3.0061, -3.4681, -0.5769], [-1.7211, -3.4610, -1.1140], [-0.9527, -2.3384, -0.9381], [-1.3835, -1.2403, -0.2888], [-4.0802, 0.0621, 0.8409], [-0.3915, 1.9790, -2.0530], [-0.6998, 2.0876, -4.4930], [-2.9427, 1.7510, -5.4726], [-4.8779, 1.2801, -4.0121], [-4.5810, 1.1403, -1.5707], [-3.0518, 3.9516, -0.8595], [-4.4212, 5.7432, 0.1244], [-5.3881, 5.4690, 2.3825], [-4.9582, 3.4032, 3.6715], [-3.5361, 1.6371, 2.7331], [-4.4912, -2.2991, 0.4442], [-3.6311, -4.3475, -0.6601], [-1.3211, -4.3152, -1.6394], [0.0615, -2.3021, -1.3103], [-0.6115, 2.8084, 2.8306], [-0.3942, 1.1315, 3.1995], [-0.1079, 0.1640, 2.2149], [0.1246, -1.1313, 2.7010], [0.5231, -2.4703, 1.6700], [0.0427, -1.4568, 4.0612], [0.3266, -3.0623, 4.5975], [-0.2840, -0.4864, 4.9928], [-0.4143, -0.8842, 6.6533], [-0.4979, 0.8126, 4.5579], [-0.8910, 2.0192, 5.7153]], "nbo_charge": [0.364, 0.396, -0.165, -0.218, -0.204, -0.160, -0.072, -0.156, -0.222, -0.235, -0.174, -0.054, 0.231, 0.232, 0.225, 0.223, 0.223, 0.206, -0.921, 1.433, -0.463, -0.197, -0.188, -0.174, -0.214, -0.125, -0.456, -0.125, -0.222, -0.164, -0.200, -0.175, 0.409, -0.280, -0.103, -0.284, 0.099, -0.534, 0.426, 0.228, 0.230, 0.231, 0.230, 0.208, 0.222, 0.231, 0.231, 0.233, 0.228, 0.234, 0.238, 0.243, 0.206, 0.056, -0.114, -0.043, -0.110, 0.029, -0.080, 0.081, -0.085, 0.088, -0.072, 0.077], "gap_ev": 7.03, "mol_weight_g_mol": 883.59, "total_charge": 1, "de_lowest_kj_mol": 46.7, "lumo_energy_ev": -3.6}



[3]
{"formula": "C33H22F9MoNPS3SbSe3Te", "method": "ωB97M-V/def2-TZVPD", "species": ["Mo", "Se", "Se", "Te", "Se", "S", "Sb", "S", "S", "F", "C", "F", "F", "C", "C", "C", "C", "C", "C", "P", "C", "C", "C", "C", "C", "C", "C", "F", "F", "F", "C", "C", "C", "C", "C", "C", "C", "F", "F", "F", "H", "H", "H", "H", "H", "H", "H", "H", "H", "H", "H", "H", "C", "C", "C", "C", "C", "C", "N", "C", "C", "C", "C", "C", "C", "H", "H", "H", "H", "H", "H", "H", "H", "H", "H"], "coordinates": [[-0.1516, -0.2797, 1.7117], [1.9410, -1.6421, 1.5432], [3.8445, -0.6192, 2.5958], [3.2933, 1.7854, 2.3369], [0.7910, 1.6034, 2.9226], [-2.5067, -2.8628, -2.8585], [-3.1000, -0.9289, -1.9554], [-2.1572, -1.0798, 0.2593], [-2.4682, 0.6724, 1.2868], [4.3574, 6.2460, -1.9530], [3.0555, 6.3052, -1.6110], [2.4230, 6.9176, -2.6362], [2.9623, 7.1270, -0.5532], [2.4837, 4.9445, -1.3401], [1.6747, 4.7205, -0.2403], [1.1436, 3.4564, -0.0252], [1.4151, 2.4172, -0.9054], [2.2033, 2.6647, -2.0284], [2.7474, 3.9187, -2.2394], [0.5306, 0.8120, -0.6788], [-0.7447, 1.2550, -1.9479], [-0.7744, 0.7657, -3.2554], [-1.7171, 1.2319, -4.1635], [-2.6385, 2.1919, -3.7722], [-2.6142, 2.6983, -2.4834], [-1.6686, 2.2359, -1.5801], [-3.6685, 2.6461, -4.7662], [-4.4269, 3.6510, -4.3014], [-4.5030, 1.6441, -5.1078], [-3.1022, 3.0773, -5.9108], [1.5933, -0.4096, -1.5136], [1.0205, -1.5705, -2.0257], [1.8200, -2.6091, -2.4684], [3.2010, -2.4948, -2.3893], [3.7824, -1.3554, -1.8575], [2.9775, -0.3203, -1.4104], [4.0511, -3.6189, -2.9047], [4.0938, -3.6298, -4.2580], [3.5810, -4.8231, -2.5337], [5.3239, -3.5419, -2.4828], [1.4692, 5.5204, 0.4576], [0.5307, 3.2698, 0.8480], [2.3985, 1.8754, -2.7428], [3.3718, 4.1030, -3.1042], [-0.0559, 0.0257, -3.5804], [-1.7344, 0.8395, -5.1726], [-3.3280, 3.4515, -2.1810], [-1.6448, 2.6449, -0.5802], [-0.0551, -1.6959, -2.0562], [1.3654, -3.5112, -2.8575], [4.8560, -1.2878, -1.7528], [3.4360, 0.5370, -0.9324], [-0.1614, -5.7212, 3.2519], [-0.4476, -4.9909, 4.4005], [-0.7141, -3.6359, 4.3242], [-0.6968, -2.9691, 3.0945], [-0.4256, -3.7124, 1.9484], [-0.1521, -5.0711, 2.0288], [-0.9301, -1.5733, 3.0451], [-1.9952, -1.1494, 3.8933], [-3.2394, -1.7739, 3.8219], [-4.2896, -1.3400, 4.6129], [-4.1140, -0.2772, 5.4917], [-2.8722, 0.3372, 5.5730], [-1.8175, -0.0980, 4.7834], [0.0511, -6.7809, 3.3135], [-0.4527, -5.4796, 5.3674], [-0.9190, -3.0714, 5.2249], [-0.4415, -3.2251, 0.9824], [0.0664, -5.6191, 1.1206], [-3.3739, -2.5964, 3.1297], [-5.2537, -1.8282, 4.5368], [-4.9368, 0.0668, 6.1057], [-2.7176, 1.1609, 6.2594], [-0.8452, 0.3734, 4.8464]], "lowdin_spin": [0.877, 0.081, 0.002, -0.008, 0.012, 0.002, 0.002, -0.005, 0.035, 0.000, 0.000, 0.000, 0.000, 0.000, 0.000, 0.000, -0.001, 0.000, 0.000, 0.003, 0.000, 0.000, 0.001, 0.000, 0.000, 0.001, 0.000, 0.000, 0.000, 0.000, 0.003, -0.001, 0.001, -0.001, 0.001, 0.000, 0.000, 0.000, 0.000, 0.000, 0.000, 0.000, 0.000, 0.000, 0.000, 0.000, 0.000, 0.000, 0.000, 0.000, 0.000, 0.000, -0.003, 0.000, -0.002, 0.004, -0.001, 0.000, -0.011, 0.009, -0.001, 0.002, -0.002, 0.001, -0.001, 0.000, 0.000, 0.000, 0.000, 0.000, 0.000, 0.000, 0.000, 0.000, 0.000], "gap_ev": [4.41, 4.66], "mol_weight_g_mol": 1312.88, "total_charge": -1, "de_lowest_kj_mol": 0.6, "spin_multiplicity": 2, "lumo_energy_ev": [0.5, 0.5]}